Here is 16 unconnected molecules or ions with the total composition C47H136N10O17 at a distorted geometry from OMol25. Energies are from the ωB97M-V functional and the def2-TZVPD basis.

CARTESIAN COORDINATES (ANGSTROEM)
1 C -0.836 4.639 0.944
2 O -0.454 4.775 2.324
3 H -1.667 5.335 0.832
4 H -0.048 4.914 0.243
5 H -1.063 3.583 0.802
6 H -0.677 3.954 2.770
7 C -2.533 1.863 -7.496
8 O -1.853 0.965 -6.714
9 H -1.796 2.515 -7.965
10 H -3.242 1.506 -8.244
11 H -3.178 2.428 -6.824
12 H -1.765 1.407 -5.866
13 C 2.980 2.247 0.912
14 O 3.968 2.946 1.711
15 H 2.243 2.851 0.384
16 H 3.364 1.405 0.336
17 H 2.381 1.655 1.605
18 H 3.523 3.783 1.859
19 C 0.834 -2.577 6.080
20 O 0.294 -3.663 5.450
21 H 0.055 -1.856 6.327
22 H 1.416 -2.759 6.984
23 H 1.416 -2.195 5.241
24 H 1.035 -4.213 5.185
25 C 0.245 0.906 -0.532
26 O 0.315 0.352 0.861
27 H 1.235 0.725 -0.950
28 H -0.423 0.445 -1.260
29 H 0.225 1.993 -0.454
30 H 0.757 -0.498 0.803
31 C 6.175 -0.275 1.797
32 C 6.465 -1.712 1.574
33 C 6.392 -2.185 0.097
34 O 5.108 -1.756 -0.307
35 C 5.088 -1.919 -1.768
36 N 7.761 -1.888 2.151
37 H 5.213 -0.080 1.322
38 H 6.882 0.474 1.443
39 H 5.926 -0.088 2.841
40 H 5.723 -2.358 2.043
41 H 6.655 -3.232 -0.057
42 H 7.166 -1.600 -0.400
43 H 4.876 -2.969 -1.972
44 H 5.999 -1.766 -2.347
45 H 4.158 -1.441 -2.074
46 H 7.868 -1.542 3.093
47 H 7.883 -2.889 2.206
48 C 2.535 4.508 4.418
49 C 2.874 5.833 3.749
50 C 4.326 6.325 3.741
51 O 4.798 6.437 5.018
52 C 5.827 7.343 5.257
53 N 2.476 5.579 2.313
54 H 1.484 4.282 4.240
55 H 2.815 4.655 5.462
56 H 3.018 3.657 3.939
57 H 2.142 6.553 4.114
58 H 4.091 7.350 3.455
59 H 5.024 5.954 2.990
60 H 5.653 8.331 4.830
61 H 6.823 7.013 4.962
62 H 5.905 7.528 6.328
63 H 2.414 6.371 1.689
64 H 1.507 5.292 2.311
65 C 6.454 -5.367 -3.014
66 C 5.450 -5.972 -4.033
67 C 4.461 -4.941 -4.700
68 O 3.471 -4.378 -3.753
69 C 2.804 -3.160 -4.156
70 N 6.171 -6.605 -5.131
71 H 7.159 -4.690 -3.497
72 H 7.164 -5.993 -2.474
73 H 5.857 -4.765 -2.329
74 H 4.844 -6.700 -3.495
75 H 3.995 -5.510 -5.504
76 H 4.739 -4.027 -5.225
77 H 3.568 -2.460 -4.493
78 H 2.110 -2.669 -3.474
79 H 2.152 -3.492 -4.964
80 H 5.475 -6.849 -5.821
81 H 6.481 -7.484 -4.742
82 C 0.579 -3.162 1.446
83 C 2.058 -2.848 1.133
84 C 2.481 -3.687 -0.101
85 O 2.513 -5.030 0.312
86 C 2.717 -5.981 -0.657
87 N 2.268 -1.446 1.024
88 H -0.024 -2.664 0.687
89 H 0.334 -2.849 2.461
90 H 0.533 -4.219 1.181
91 H 2.673 -3.100 1.997
92 H 3.475 -3.468 -0.491
93 H 1.831 -3.559 -0.966
94 H 3.334 -5.663 -1.498
95 H 1.785 -6.185 -1.184
96 H 3.286 -6.854 -0.337
97 H 2.409 -1.175 1.987
98 H 3.257 -1.508 0.829
99 C -7.323 4.505 -4.075
100 C -7.435 2.939 -4.347
101 C -6.155 2.252 -4.581
102 O -6.386 0.797 -4.521
103 C -5.193 -0.072 -4.433
104 N -8.195 2.336 -3.197
105 H -8.349 4.867 -4.009
106 H -6.753 5.065 -4.816
107 H -6.873 4.884 -3.157
108 H -8.048 2.790 -5.237
109 H -5.521 2.360 -3.701
110 H -5.580 2.528 -5.465
111 H -4.505 0.208 -5.230
112 H -5.345 -1.140 -4.589
113 H -4.698 0.061 -3.471
114 H -7.840 2.525 -2.271
115 H -8.099 1.333 -3.278
116 C -3.464 6.950 -4.592
117 C -4.513 7.262 -3.526
118 C -4.350 6.441 -2.283
119 O -4.404 5.023 -2.617
120 C -4.189 4.237 -1.446
121 N -4.438 8.680 -3.320
122 H -3.603 5.953 -5.009
123 H -2.451 6.965 -4.192
124 H -3.480 7.656 -5.423
125 H -5.513 7.020 -3.888
126 H -5.232 6.693 -1.694
127 H -3.494 6.785 -1.703
128 H -3.220 4.435 -0.988
129 H -4.266 3.195 -1.758
130 H -5.102 4.401 -0.873
131 H -5.343 9.102 -3.170
132 H -4.141 9.036 -4.217
133 C 0.465 -8.651 7.341
134 C 0.799 -7.311 6.806
135 C 0.538 -7.036 5.311
136 O 1.248 -5.917 4.668
137 C 1.073 -5.779 3.317
138 N -0.183 -6.434 7.447
139 H -0.603 -8.833 7.230
140 H 0.737 -8.676 8.397
141 H 0.979 -9.467 6.832
142 H 1.861 -7.159 7.001
143 H -0.535 -7.042 5.119
144 H 0.987 -7.957 4.940
145 H 0.045 -5.527 3.059
146 H 1.549 -6.542 2.700
147 H 1.631 -4.902 2.989
148 H -1.128 -6.684 7.193
149 H 0.003 -5.513 7.078
150 C 1.990 2.649 -2.977
151 C 2.076 3.368 -4.335
152 C 0.805 4.187 -4.509
153 O -0.283 3.196 -4.429
154 C -1.486 3.932 -4.318
155 N 3.210 4.209 -4.264
156 H 1.146 1.972 -2.836
157 H 1.864 3.399 -2.196
158 H 2.885 2.045 -2.831
159 H 2.176 2.609 -5.111
160 H 0.827 4.743 -5.447
161 H 0.771 4.938 -3.720
162 H -2.265 3.173 -4.383
163 H -1.840 4.682 -5.025
164 H -1.486 4.359 -3.315
165 H 3.417 4.703 -5.120
166 H 3.951 3.618 -3.914
167 C -1.383 1.320 4.479
168 C -1.535 0.028 3.610
169 C -2.568 -0.971 4.186
170 O -2.546 -2.206 3.458
171 C -3.113 -3.303 4.138
172 N -1.900 0.589 2.301
173 H -2.201 2.041 4.483
174 H -0.466 1.869 4.264
175 H -1.360 1.019 5.526
176 H -0.620 -0.552 3.495
177 H -3.589 -0.591 4.156
178 H -2.184 -1.114 5.196
179 H -3.012 -4.177 3.495
180 H -4.201 -3.330 4.204
181 H -2.660 -3.478 5.114
182 H -1.055 0.763 1.776
183 H -2.322 -0.083 1.677
184 C -4.523 -2.980 0.270
185 C -2.981 -3.016 0.304
186 C -2.424 -3.022 -1.217
187 O -2.379 -4.417 -1.709
188 C -1.129 -5.057 -1.505
189 N -2.498 -1.785 0.751
190 H -4.826 -3.833 -0.337
191 H -4.940 -2.014 -0.014
192 H -4.896 -3.249 1.259
193 H -2.687 -3.891 0.883
194 H -1.409 -2.628 -1.178
195 H -3.015 -2.332 -1.819
196 H -0.820 -5.186 -0.468
197 H -0.376 -4.411 -1.956
198 H -1.030 -6.010 -2.026
199 H -1.534 -1.583 0.527
200 H -2.573 -1.742 1.757
201 C -5.413 1.173 1.914
202 C -6.531 1.477 0.836
203 O -6.299 0.864 -0.445
204 O -4.196 1.612 1.423
205 H -5.356 0.121 2.190
206 H -5.639 1.640 2.872
207 H -6.672 2.541 0.649
208 H -7.422 1.069 1.313
209 H -5.610 0.206 -0.332
210 H -3.492 1.446 2.054

LUMO energy   0.328 eV
Gap between HOMO and LUMO   8.997 eV

Here are the Löwdin charges for atoms 1 to 99, given in e: -0.1190 -0.1456 0.0762 0.0744 0.0718 0.0600 -0.1991 -0.1046 0.0808 0.0819 0.0613 0.0537 -0.1470 -0.1389 0.0629 0.0634 0.0542 0.0000 -0.1740 -0.1369 0.0737 0.0845 0.0796 0.0408 -0.0748 -0.1899 0.0528 0.0819 0.0586 -0.0027 -0.0640 -0.4703 -0.1965 -0.2242 -0.0648 0.0315 0.0553 0.0987 0.0882 0.1313 0.1278 0.1244 0.0398 0.0998 0.0883 0.0772 0.0719 -0.0496 -0.3665 -0.2225 -0.1684 -0.1167 0.0272 0.0626 0.0825 0.0699 0.1372 0.1141 0.1368 0.0855 0.0863 0.0870 0.0778 0.0252 -0.0545 -0.4067 -0.1274 -0.2471 -0.0944 0.0251 0.0768 0.0731 0.0400 0.1268 0.1073 0.1148 0.0802 0.0787 0.0863 0.0597 0.0751 -0.0316 -0.3994 -0.1539 -0.1840 -0.1145 0.0657 0.0542 0.0879 0.0582 0.1365 0.1025 0.1210 0.0611 0.0882 0.0960 0.1028 0.0609 -0.0445